[1]
A molecular structure, C36H50F3O23S6VZn in a non-equilibrium geometry, computed with ωB97M-V with the def2-TZVPD basis set.

```
120
Properties=species:S:1:pos:R:3:forces:R:3
Zn -1.2718 -0.6012 2.5047 -0.7261 -0.3885 -1.0891
O 3.4136 -2.2258 -4.5186 -5.1442 -0.4966 -0.5762
V 1.7823 -2.3106 -4.6118 4.1420 0.9801 1.1468
C -4.7091 -4.0748 0.0673 1.5054 0.8272 1.3507
C -5.9985 -3.9348 -0.3495 -4.5750 -6.5450 -2.2954
C -6.7127 -2.6234 -0.5297 -2.8167 1.8260 -0.9645
O -7.8666 -2.4084 -0.9949 2.5458 -1.6953 0.9355
C -6.0145 -1.4800 -0.0770 2.1553 0.1726 1.2276
C -4.7501 -1.5793 0.5712 -1.2829 2.2639 -0.1247
C -4.0616 -2.9762 0.5410 4.8171 -0.3169 0.9787
O -2.8535 -2.9305 0.9295 -1.7957 -0.7173 -0.2768
O -4.1411 -0.6697 1.1431 -0.6101 0.1842 -0.1875
O -6.5780 -5.0944 -0.6182 1.2386 4.6369 0.8059
H -4.2842 -5.0398 0.3010 0.0099 -0.0143 -0.4677
H -6.4783 -0.5051 -0.0492 -0.0817 -0.0509 -0.1116
C -4.1921 -1.2695 -5.6317 -3.3463 -1.2972 0.0529
C -3.0534 -1.9502 -5.4320 4.6157 1.0459 -1.1556
C -2.9906 -3.4695 -5.0729 4.3625 -0.5759 0.6915
O -1.8340 -4.0065 -4.8546 -1.9418 1.5032 -0.6866
C -4.1147 -4.2858 -4.9804 -1.6604 1.8419 -0.2442
C -5.4032 -3.5765 -4.9877 1.0098 1.6025 -1.1023
C -5.4393 -1.9406 -5.2952 -2.7296 1.5167 1.9933
O -6.5196 -1.3146 -5.0363 3.1937 -2.3577 -1.3111
O -6.4247 -4.1734 -4.8687 -1.5613 -0.5144 0.2829
O -1.9776 -1.2332 -5.6902 -0.9386 -2.8954 1.1629
H -4.1075 -0.2630 -6.0139 -0.3747 0.0568 0.2309
H -4.1444 -5.3608 -4.8812 0.3914 0.0395 0.1269
C 3.3511 0.5745 -0.2436 -2.2144 2.3838 -2.3883
F 3.5269 -0.6220 0.2387 0.3654 0.0858 0.8460
F 3.5450 1.6104 0.6851 0.7967 -2.2043 -1.4473
F 4.1338 0.6840 -1.3797 0.1162 0.3674 1.9237
S 1.5557 0.8814 -0.9122 -2.5704 -1.4085 -0.2891
O 1.4065 2.2502 -1.3827 1.2128 -0.7098 0.2481
O 1.2797 -0.1524 -1.9557 1.3977 1.0082 0.9297
O 0.7516 0.6131 0.2894 0.6789 0.0054 0.0902
C 10.6673 -1.6818 3.2898 0.0327 0.1373 -0.3142
C 9.5216 -0.7927 2.7572 0.6087 -0.3805 1.7419
O 9.5749 0.3881 2.9924 -0.1846 0.2084 -0.3978
C 8.3981 -1.4954 2.0811 0.4059 0.2416 0.5701
H 10.6545 -2.7360 3.0132 -0.3046 0.0482 -0.1831
H 10.6835 -1.6435 4.3791 0.0096 0.2412 -0.0225
H 11.5930 -1.2565 2.9021 0.0914 0.0349 0.1998
H 7.7884 -0.7439 1.5795 0.1532 -0.5673 -0.7283
H 7.7546 -1.9912 2.8079 0.1000 0.0117 0.3041
H 8.9619 -2.3000 1.6091 -0.9245 0.0292 -1.1718
C 1.5912 5.9618 -5.7480 0.3354 -1.6211 0.9467
C 0.4424 5.0112 -6.1385 -1.5779 0.8966 -0.2832
C 0.8502 4.0732 -7.2229 2.3856 -0.0585 0.2592
S 2.4436 3.4558 -6.4115 -0.3203 -1.9482 -2.7712
O 3.3956 3.2823 -7.5326 -0.5874 0.6270 1.8097
O 2.1449 2.2575 -5.6169 0.4574 1.8973 -0.3000
C 2.7949 4.9874 -5.4090 -0.6599 -0.0478 -0.9047
H 1.3022 6.4437 -4.8140 0.0698 0.2172 -0.1136
H 1.7804 6.7328 -6.4948 0.3028 -0.3175 -0.0940
H -0.3968 5.5936 -6.5188 -0.2473 0.1337 0.3731
H 0.1198 4.4447 -5.2649 -0.1006 0.0657 0.0919
H 1.1786 4.6104 -8.1127 0.2893 0.2130 0.0740
H 0.2337 3.2722 -7.6309 -0.1107 -0.1986 0.9763
H 3.7788 5.3484 -5.7084 -0.1062 -0.1404 -0.0280
H 2.8056 4.6520 -4.3720 -0.1328 0.1239 -0.0357
C -1.5262 5.9052 6.0864 0.2327 0.0875 -2.1691
C -2.1995 5.7475 4.6984 -1.0622 0.3075 -1.0205
C -3.2227 4.5988 4.7491 0.2476 0.9134 1.4995
S -2.2523 3.3303 5.4878 -0.1428 -2.1608 0.1722
O -1.6292 2.5920 4.3662 -0.2743 0.8146 1.9204
O -3.0684 2.5995 6.4918 1.6815 1.1733 -1.4772
C -0.9777 4.5234 6.3498 -0.8632 -1.4145 0.4800
H -2.1673 6.2329 6.9048 -0.1171 0.0473 -0.2844
H -0.7597 6.6442 5.8532 0.2632 0.0179 0.7683
H -1.4329 5.5379 3.9523 0.2715 -0.3966 0.1362
H -2.6767 6.6129 4.2385 -0.1284 0.4050 0.6679
H -3.8170 4.3064 3.8834 0.6278 -0.1406 -0.0767
H -3.8954 4.8095 5.5804 -0.4451 0.2699 -0.1605
H -0.0112 4.1943 5.9681 -0.0904 0.5138 -0.3867
H -0.9790 4.3495 7.4259 -0.1740 -0.5676 -0.1184
C 2.0267 -8.2430 -1.3105 0.8111 0.8086 -0.4281
C 3.4340 -8.1698 -0.5898 0.2475 -0.9488 0.1979
C 3.9668 -6.7752 -0.7575 -1.1861 1.7051 -0.9855
S 2.4557 -5.6966 -0.4852 0.2096 -0.5715 -2.9894
O 2.3205 -4.8242 -1.6830 0.1706 -0.9662 2.1370
O 2.4500 -5.2154 0.8639 -0.1277 0.4068 0.1161
C 1.2460 -7.0918 -0.6994 0.8091 0.3971 1.3968
H 1.4034 -9.1321 -1.2151 0.5888 -0.2890 0.2836
H 2.1929 -8.0909 -2.3770 0.0263 0.0056 -0.1186
H 4.2146 -8.8176 -0.9888 -0.3953 -0.4148 -0.3828
H 3.4104 -8.4416 0.4656 -0.5106 0.0491 0.1259
H 4.2209 -6.6102 -1.8046 -0.2834 0.0120 -0.2136
H 4.8318 -6.3482 -0.2501 -0.3298 -0.5252 0.7905
H 0.2939 -6.7264 -1.0842 0.3356 -0.0911 -0.3951
H 1.1018 -7.4673 0.3136 -0.4132 0.5263 0.3095
C 3.1065 -0.2689 7.7142 -0.3930 -1.2458 -0.8821
C 4.2066 -1.3298 7.1621 0.1159 0.6704 0.7447
C 3.9159 -1.8396 5.7410 -1.4536 1.2152 0.7779
S 2.0889 -1.9904 5.7975 -2.9781 1.5499 1.0829
O 1.5690 -3.2537 6.3557 1.2520 0.8533 -1.7775
O 1.5257 -1.3282 4.5872 0.9866 -1.6747 1.8069
C 1.7656 -0.8610 7.3093 -0.2057 -0.8656 -0.4124
H 3.1556 0.7367 7.2964 0.7303 -0.1550 -0.3260
H 3.0893 -0.1369 8.7960 0.5612 -0.2686 -0.0044
H 4.2863 -2.2634 7.7191 -0.3858 0.3822 0.8603
H 5.1782 -0.8446 7.2559 0.1108 -0.1343 -0.3528
H 4.3205 -2.8220 5.4975 0.1666 0.3617 -0.1229
H 4.0502 -1.0124 5.0440 0.2475 -0.5462 -0.4965
H 1.3455 -1.4945 8.0905 0.5711 -0.6938 -0.1751
H 0.8895 -0.2304 7.1575 0.5190 0.5951 -0.8159
C -5.4093 4.6732 -0.9972 -1.0790 -0.5223 1.6473
C -4.3014 3.9142 -1.6902 0.6856 -0.0583 -0.6374
C -4.8344 3.4441 -3.0116 -0.1122 0.6171 -1.4526
S -6.4996 4.2079 -3.3796 -1.6364 -3.3459 0.3466
O -7.4586 3.0666 -3.1633 1.5853 2.9662 -0.3451
O -6.5411 4.9314 -4.6670 0.3079 -0.6555 2.1658
C -6.4365 5.3638 -1.8868 1.4963 -0.2351 -2.2651
H -5.0319 5.2842 -0.1772 -0.1119 0.3121 -0.1575
H -5.9977 3.8895 -0.5198 -0.0557 -0.0823 0.4014
H -4.0087 2.9990 -1.1755 -0.2503 0.2954 0.6111
H -3.3436 4.4053 -1.8617 -0.2449 0.6888 0.2266
H -4.8183 2.3554 -2.9624 -0.8612 0.1410 -0.8840
H -4.2608 3.8380 -3.8507 0.2425 -0.4130 -0.0316
H -7.4139 5.6356 -1.4882 0.1953 -0.3731 -0.0405
H -5.9792 6.1807 -2.4452 -0.1558 0.6396 0.4075
```
Positions in Å, forces in eV/Å.

Summary:
- Electronic energy: -232485.16406 eV
- Charge: -1
- Highest occupied orbital energy (alpha / beta): -5.46 / -4.70 eV
- Frontier orbital gap (alpha / beta): 0.1186 / 0.0911 Ha
- Spin multiplicity: 2

***

[2]
C3H5N5 in the gas phase in a non-equilibrium geometry, computed with ωB97M-V with the def2-TZVPD basis set.

```
13
Properties=species:S:1:pos:R:3:forces:R:3
C 1.1369 0.8930 1.9243 0.0263 0.4564 -0.5895
C 0.2416 0.4966 0.0800 0.0908 -0.2412 0.9010
C -0.2824 0.3598 -1.3165 0.6002 0.1757 0.0249
N 0.9398 1.4373 0.6960 0.1807 0.6262 -0.2842
N 0.5977 -0.2978 2.0780 0.1823 -0.5448 0.4815
N 0.0316 -0.5186 0.9117 -1.1593 -1.1539 -1.5820
N -1.2087 -0.7712 -1.2001 0.0382 -0.3409 0.2778
N -0.8320 -1.7851 -0.4889 -0.0323 0.7260 0.5686
H 1.6877 1.3933 2.6914 0.1124 0.1320 0.3279
H -0.7963 1.2537 -1.6652 -0.0807 -0.1352 -0.0441
H 0.5300 0.1202 -2.0081 -0.1344 -0.0301 -0.0835
H -2.1715 -0.5057 -0.9982 0.2063 -0.1375 0.0166
H 0.1258 -2.0756 -0.7043 -0.0305 0.4672 -0.0150
```
Positions in Å, forces in eV/Å.

Summary:
- Relative energy (zero: lowest compared OMol25 entry of this formula, charge and spin): 381.9 kJ/mol
- Electronic energy: -10638.91557 eV
- Highest occupied orbital energy (alpha / beta): -9.15 / -9.15 eV
- Frontier orbital gap (alpha / beta): 0.3031 / 0.3031 Ha

***

[3]
A molecular structure, C39H51BrCrN3O7P4S2Te in a non-equilibrium geometry, computed with ωB97M-V with the def2-TZVPD basis set.

```
109
Properties=species:S:1:pos:R:3:forces:R:3
Cr 0.4607 -0.0071 -0.5018 0.3551 -0.5074 2.2740
C 1.9698 2.9951 -2.0253 -0.0790 -0.3797 0.1270
P 0.4268 2.1432 -1.5190 -0.2259 0.7618 -0.8720
C -0.3312 3.5178 -0.5655 -0.0375 -0.4474 0.1733
C -0.5920 2.0943 -3.0282 -0.1518 -0.0592 0.0236
C -0.6552 3.1618 -3.9112 0.0682 0.0048 0.0460
C -1.4369 3.0804 -5.0498 0.0300 0.0938 -0.0774
C -2.1643 1.9331 -5.3154 0.0116 0.0168 -0.0216
C -2.1183 0.8699 -4.4314 -0.0010 0.0179 0.1052
C -1.3415 0.9491 -3.2826 0.0673 0.2171 0.0320
P -1.1886 -0.4636 -2.1478 -0.1699 -0.2145 -1.4146
C -2.9100 -1.0661 -1.9061 0.2508 0.1249 0.4943
C -0.5904 -1.6907 -3.3994 0.2966 0.0145 0.2636
H 1.7538 4.0087 -2.3581 -0.0812 0.0114 0.0368
H 2.4534 2.4474 -2.8245 0.0803 -0.0558 -0.0518
H 2.6176 3.0382 -1.1528 0.1132 0.0369 0.0965
H -0.1245 4.4736 -1.0469 0.0723 -0.0710 -0.0573
H 0.1019 3.5017 0.4331 -0.0056 0.1084 0.0724
H -1.4057 3.3690 -0.5053 -0.0004 0.0177 0.0236
H -0.0850 4.0592 -3.7173 0.0393 0.0960 -0.0126
H -1.4672 3.9104 -5.7388 -0.0243 0.1023 -0.0703
H -2.7568 1.8684 -6.2151 -0.0920 -0.0227 -0.0754
H -2.6814 -0.0285 -4.6428 -0.0777 -0.0670 -0.0119
H -3.0807 -1.9913 -2.4525 0.0997 0.0035 -0.0274
H -3.5912 -0.2836 -2.2354 0.0326 -0.0229 0.0143
H -3.0854 -1.2421 -0.8445 -0.0472 -0.0417 -0.0419
H -1.4071 -2.0704 -4.0112 -0.0914 0.0363 0.0538
H -0.1178 -2.5188 -2.8726 -0.0635 -0.0980 -0.0728
H 0.1418 -1.2041 -4.0391 -0.0114 -0.0130 -0.0035
C 0.2566 -1.3282 3.7172 0.1141 -0.1604 0.1320
O 0.7234 -0.6698 2.5542 -0.4782 0.1079 -0.3630
H -0.5327 -2.0372 3.4715 0.0981 0.0052 0.1094
H -0.1144 -0.6091 4.4526 0.0273 0.0377 0.0644
H 1.1093 -1.8522 4.1436 0.0081 -0.0223 0.1190
H -0.0415 -0.2446 2.1291 0.0315 -0.1176 0.0840
C 0.3400 4.3354 3.6062 0.2685 -0.2546 -0.2078
C 1.6177 3.5878 3.2753 0.1070 0.5493 0.7461
O 1.3749 2.7127 2.1901 -0.0105 -0.6607 -0.3080
P 2.5158 1.6487 1.7871 0.5663 1.2659 0.7260
O 1.9443 0.9207 0.6086 -1.3697 -0.7851 -1.1868
Te 3.4536 0.4296 3.5604 0.2728 0.1352 0.1884
O 3.6095 2.7237 1.1917 -1.1564 -0.3931 0.2279
C 4.9643 2.3515 1.1677 1.1230 -0.1566 0.1326
C 5.2239 1.2106 0.1993 -0.1822 0.2543 0.0419
H 0.5312 5.0231 4.4248 -0.0407 0.0977 0.1018
H -0.4420 3.6387 3.8948 -0.0944 0.0093 0.0733
H 0.0001 4.8988 2.7397 -0.0824 0.0916 -0.0355
H 1.9684 3.0033 4.1376 -0.0651 0.1257 -0.1431
H 2.4088 4.2932 2.9991 -0.0116 -0.0860 0.0014
H 5.2672 2.0435 2.1799 0.0094 0.1711 -0.2623
H 5.5217 3.2488 0.8873 -0.0338 -0.0519 0.0298
H 4.5073 0.4213 0.4080 0.1126 -0.2079 0.0017
H 6.2295 0.8202 0.3229 0.1503 -0.0440 0.0048
H 5.0855 1.5393 -0.8271 -0.0149 0.0156 -0.2322
Br -6.8933 1.7388 2.6848 0.2115 -0.0172 -0.0325
C -4.9871 1.7179 2.7600 -0.2712 0.0296 0.0310
C -4.3665 2.0203 3.9606 -0.0599 -0.0667 -0.0344
C -2.9830 1.9956 4.0261 -0.0519 0.0416 0.0139
C -2.2416 1.6778 2.9035 0.0459 -0.0615 -0.1581
C -2.8782 1.3891 1.6990 -0.0011 0.1092 0.2100
C -4.2641 1.4086 1.6235 0.0639 0.0295 -0.0722
C -2.0419 1.0542 0.5041 -0.9510 0.3364 -0.5189
O -2.4138 1.2705 -0.6562 -0.3841 0.1719 0.5898
O -0.9181 0.5423 0.7834 1.0384 -0.3672 0.1925
H -4.9546 2.2605 4.8334 -0.0565 0.0114 0.0234
H -2.4968 2.2268 4.9635 0.0769 0.0059 0.0196
H -1.1622 1.6642 2.9332 0.1004 -0.0308 0.0528
H -4.7531 1.1756 0.6907 -0.0642 0.0185 -0.0870
C 3.6963 -0.6344 -4.6629 -0.1175 0.2205 -0.4188
N 3.5350 -0.9603 -3.2656 0.0204 -0.1185 0.1996
C 4.3982 -1.7621 -2.6026 -0.1941 -0.1246 0.8489
C 4.2092 -2.0457 -1.2913 0.3291 -0.1045 -0.5124
C 3.0692 -1.5018 -0.6353 -0.0615 -0.0140 0.6955
N 2.1887 -0.7659 -1.3333 -0.0269 -0.2455 0.2178
C 2.4194 -0.4370 -2.6190 0.0001 0.2735 -0.5939
O 1.6698 0.3132 -3.2331 0.3251 -0.2109 -0.4735
N 2.8961 -1.7046 0.6699 0.1062 -0.0075 -0.9623
H 4.6221 -1.0661 -5.0337 0.0074 -0.0324 0.0403
H 3.7154 0.4486 -4.7879 0.0266 -0.0823 -0.0403
H 2.8484 -1.0224 -5.2296 0.0961 0.0381 -0.0366
H 5.2376 -2.1511 -3.1549 0.0714 0.0075 -0.1313
H 4.9009 -2.6636 -0.7464 0.1158 -0.0632 0.0105
H 3.5226 -2.3191 1.1620 -0.0113 0.1620 0.0682
H 2.0805 -1.3442 1.1664 0.2061 -0.0683 0.3152
S -2.3798 -3.0863 2.1518 0.0390 -0.1054 -0.1790
P -1.3072 -3.7173 0.6411 -0.4862 -0.0897 0.1771
S 0.1288 -2.5044 -0.1577 0.1959 0.4565 -0.5115
C -0.3762 -5.2763 0.9625 -0.0795 0.5143 -0.0573
C 0.9980 -5.3771 0.8028 -0.0279 0.0937 -0.0342
C 1.6366 -6.5760 1.0663 0.1296 -0.1193 0.0225
C 0.9107 -7.6748 1.4928 0.0640 -0.0155 -0.0234
C -0.4634 -7.5773 1.6437 -0.0926 -0.0592 0.0043
C -1.1074 -6.3822 1.3774 -0.0826 0.0516 0.0161
C -2.4027 -4.2344 -0.7316 0.1856 0.2128 0.2732
C -3.7677 -4.0153 -0.6354 0.0137 -0.0541 0.0866
C -4.5971 -4.3584 -1.6863 -0.0531 -0.0370 -0.1569
C -4.0583 -4.9116 -2.8356 -0.0844 0.0132 -0.0761
C -2.6925 -5.1373 -2.9285 0.1032 -0.0571 -0.1883
C -1.8600 -4.8032 -1.8760 -0.0101 0.0501 0.0254
H 1.5585 -4.5175 0.4623 0.0243 -0.0093 0.0308
H 2.7064 -6.6536 0.9333 0.0829 -0.0085 0.0154
H 1.4139 -8.6077 1.7028 0.0246 -0.0601 0.0100
H -1.0313 -8.4374 1.9666 -0.0668 -0.0460 0.0344
H -2.1800 -6.2934 1.4921 -0.0545 -0.0418 0.0573
H -4.1675 -3.5638 0.2608 -0.0026 0.0093 0.0990
H -5.6594 -4.1818 -1.6152 -0.1214 0.0108 0.0080
H -4.7039 -5.1603 -3.6656 -0.0352 -0.0606 -0.0650
H -2.2793 -5.5672 -3.8309 0.0267 -0.0413 -0.0278
H -0.7900 -4.9645 -1.9329 0.0111 -0.0378 -0.0688
```
Positions in Å, forces in eV/Å.

Summary:
- Relative energy (zero: lowest compared OMol25 entry of this formula, charge and spin): 0.0 kJ/mol
- Electronic energy: -224663.54827 eV
- Highest occupied orbital energy (alpha / beta): -6.82 / -6.82 eV
- Frontier orbital gap (alpha / beta): 0.2133 / 0.2350 Ha
- Spin multiplicity: 2

***

[4]
2 unconnected molecules or ions with the total composition C2H9NO2, computed with ωB97M-V with the def2-TZVPD basis set.

```
14
Properties=species:S:1:pos:R:3:forces:R:3
N -0.0412 1.1762 -1.3510 -0.1362 0.1621 -0.0716
C 0.9290 1.2524 -0.3228 0.3228 -0.1846 0.1547
O 1.5963 -0.0077 -0.0367 -0.0121 0.0172 -0.6055
H 0.3451 1.1677 -2.2837 -0.0463 -0.1115 0.0089
H -0.6878 0.4106 -1.1986 0.0099 0.0129 -0.1327
H 1.7137 1.9651 -0.5819 -0.2106 0.2004 -0.0280
H 0.4549 1.5458 0.6092 0.0731 -0.0228 0.1316
H 1.8368 -0.3261 -0.9234 0.2155 -0.0682 0.4384
C -1.2933 -1.1368 1.2477 -0.1181 -0.0924 -0.0174
O -0.6760 -1.6139 0.0698 -0.0333 -0.0504 -0.3405
H -1.4082 -1.9369 1.9665 0.0501 -0.3238 0.3175
H -0.7250 -0.3416 1.7312 -0.0171 0.1525 -0.0860
H -2.3044 -0.7954 1.0110 0.1432 0.1777 -0.0669
H 0.2602 -1.3592 0.0626 -0.2410 0.1310 0.2976
```
Positions in Å, forces in eV/Å.

Summary:
- Relative energy (zero: lowest compared OMol25 entry of this formula, charge and spin): 27.7 kJ/mol
- Electronic energy: -7804.43925 eV
- Structure (SMILES): NCO.CO
- Highest occupied orbital energy: -9.90 eV
- Frontier orbital gap: 0.3948 Ha